Below is C3H2CoFO2 as an isolated structure at a distorted geometry, with properties calculated with the ωB97M-V functional and the def2-TZVPD basis.

For the largest force on an atom, the calculation gives 2.19 eV/Å. The value obtained for the HOMO-LUMO gap (spin up / spin down) is 9.5 / 6.3 eV. As for the energy relative to the best compared isomer or geometry (same formula, charge and spin): 203.56 kJ/mol. The calculation puts the molecular weight at 147.98 g/mol. The calculation puts the highest occupied orbital energy (spin up / spin down) at -0.775 / -0.758 Ha.

```
! wB97M-V def2-TZVPD RIJCOSX def2/J DEFGRID3
* xyz 2 5
O -0.411 -1.055 1.819
C -0.311 -0.207 0.946
O -1.093 0.797 0.759
C 1.263 -1.657 -0.388
C 0.605 -0.519 -0.209
H 0.827 -2.570 0.013
H 2.091 -1.733 -1.091
F 0.322 0.294 -1.321
Co -0.939 1.694 -0.812
*
```